[1]
118
Properties=species:S:1:pos:R:3:forces:R:3 method="wB97M-V/def2-TZVPD" s_squared=2.010 total_charge=+2 spin_multiplicity=3 gap_ev="6.3 / 3.1" relative_energy_kcal_mol=0.0
Cu -20.81171 -13.57181 -0.22765 0.6 0.9 0.3
Cu -17.26717 -11.47629 2.07446 -1.2 0.2 -1.2
O -17.94319 -11.16563 -2.28416 0.1 0.8 1.3
C -18.21111 -11.74733 -1.10502 -0.4 -2.2 2.0
O -19.15082 -12.59988 -1.07171 -1.9 -0.9 -0.8
O -17.49517 -11.56854 -0.09749 0.8 1.2 -0.2
H -17.36994 -10.44500 -1.95426 0.2 -0.2 -0.9
O -21.12461 -9.49975 1.33756 -0.2 -0.3 -0.6
C -20.52081 -10.71189 1.38981 1.9 -0.9 1.2
O -19.38483 -10.75119 1.91428 0.2 0.4 0.0
O -21.15500 -11.71877 0.99304 -1.2 -1.1 -1.5
H -20.43860 -8.88297 1.63366 -0.2 0.1 0.2
C -19.16343 -6.16010 2.06377 -0.3 2.0 -0.7
O -20.22078 -5.46613 2.71354 0.6 -0.8 1.1
C -21.37478 -5.28892 1.94560 -0.3 -1.2 -0.9
C -22.39612 -4.54786 2.74356 1.5 1.1 1.3
N -21.81103 -3.23989 3.10947 -0.4 0.7 0.1
C -22.64780 -2.57764 4.10205 -1.4 0.7 0.8
C -22.42822 -3.03649 5.56074 0.5 -1.1 0.1
O -21.05047 -3.32635 5.82678 -0.7 0.5 -0.4
C -20.20482 -2.17722 5.78303 0.0 -0.8 -0.2
H -18.21557 -6.12414 2.59580 -0.4 0.1 0.7
H -19.02035 -5.48312 1.21310 0.5 -0.8 -0.7
H -19.34578 -7.19583 1.77498 -0.4 -0.1 0.0
H -21.80091 -6.26929 1.67542 0.0 -0.2 0.2
H -21.17928 -4.81607 0.97143 0.3 0.4 0.2
H -22.48543 -5.04667 3.71626 -0.8 -0.7 -0.4
H -23.32144 -4.41025 2.18886 -0.1 -0.1 0.2
H -20.95277 -3.43408 3.61834 0.2 -0.2 -0.4
H -23.70542 -2.74565 3.86987 0.0 -0.4 0.0
H -22.67048 -1.48414 4.11119 0.9 0.1 -0.6
H -22.93402 -3.98911 5.73386 0.1 -0.1 -0.1
H -22.82613 -2.38371 6.34081 0.0 0.5 -0.3
H -20.30182 -1.58475 4.86775 -0.2 -0.1 -0.1
H -19.22393 -2.65020 5.75689 0.3 0.6 0.4
H -20.38855 -1.52599 6.63874 0.3 0.0 0.1
C -19.38393 -16.20563 -1.44912 1.0 0.4 -0.1
O -20.58126 -15.44489 -1.24936 -0.4 0.3 0.0
C -21.78297 -16.22390 -1.21148 -1.4 0.1 -0.9
C -22.26959 -16.21475 0.21113 0.8 -0.9 -1.2
N -22.55182 -14.80423 0.51392 0.7 -0.3 0.4
C -22.71226 -14.63610 1.94893 -0.8 1.9 1.8
C -24.07947 -15.04822 2.48212 0.0 -2.1 -0.3
O -25.11850 -14.70039 1.57371 0.4 1.0 0.8
C -26.25470 -14.19542 2.30392 0.0 -0.6 0.2
H -19.25094 -16.47808 -2.49579 -0.3 0.1 0.0
H -19.33822 -17.10693 -0.83731 -0.3 0.1 0.2
H -18.57232 -15.53442 -1.17183 0.1 -0.1 0.0
H -21.75038 -17.18896 -1.71929 1.0 -0.3 0.6
H -22.55232 -15.76800 -1.84670 0.2 0.7 0.1
H -21.42740 -16.62505 0.77224 -0.2 0.3 0.6
H -23.12626 -16.87925 0.33029 -0.1 0.2 0.2
H -23.51163 -14.66381 0.17939 0.2 0.6 -0.4
H -22.66581 -13.56541 2.17943 0.3 0.1 -0.3
H -21.94991 -15.08354 2.58673 0.2 -0.3 -0.5
H -24.17439 -14.73544 3.52424 -0.3 0.8 -0.2
H -24.13594 -16.13525 2.62612 0.1 -0.2 -0.3
H -27.00982 -13.81391 1.62421 0.2 0.1 -0.2
H -25.93889 -13.44679 3.03015 0.0 0.3 -0.2
H -26.68938 -15.02077 2.87321 -0.1 0.0 0.0
C -23.82389 -11.24080 3.42759 0.8 -0.5 -0.7
O -24.24641 -10.22889 4.26651 -1.3 0.2 0.7
C -23.68552 -8.95614 4.09603 1.5 0.8 -1.0
C -22.34872 -8.81623 4.85326 -0.2 0.8 -0.3
N -22.57508 -8.28946 6.20469 -0.3 -0.1 -0.5
C -22.89278 -6.84222 6.34798 0.2 -1.4 0.3
C -23.73642 -6.80033 7.61189 0.2 2.1 0.6
O -25.01017 -7.27387 7.28316 -0.5 -1.0 -0.9
C -25.99829 -7.21694 8.27601 0.5 1.3 1.3
H -24.11127 -12.22417 3.80763 -0.1 0.2 0.5
H -22.72901 -11.24933 3.33604 0.0 0.0 -0.1
H -24.25328 -11.22310 2.41430 0.0 0.5 0.0
H -24.32659 -8.13425 4.41904 -0.6 -0.6 0.5
H -23.53648 -8.66448 3.04284 0.0 -0.7 -0.3
H -21.66950 -8.15842 4.29899 -0.1 0.3 0.1
H -21.81026 -9.76717 4.87305 -0.2 -0.2 0.3
H -23.45670 -8.71875 6.47559 0.2 -0.4 0.3
H -23.51523 -6.39550 5.56076 0.0 -0.2 -0.2
H -21.96581 -6.26921 6.37947 0.0 0.1 0.4
H -23.81129 -5.74509 7.92201 -0.2 0.0 0.0
H -23.29930 -7.28945 8.48753 0.1 -0.5 -0.3
H -25.89169 -6.25708 8.80353 -0.2 0.1 -0.1
H -25.87567 -7.93352 9.09404 0.0 -0.5 -0.4
H -27.00519 -7.22627 7.87071 0.2 -0.4 -0.4
C -19.71946 -7.56512 -5.84445 0.8 0.2 0.3
C -19.94202 -8.30635 -4.51741 -0.3 -0.1 1.4
C -19.08514 -7.85220 -3.30822 0.4 0.6 -0.6
O -19.58638 -8.36491 -2.09678 -0.5 -0.8 0.1
C -18.99103 -7.86817 -0.90524 0.7 -0.5 -0.6
N -21.37132 -8.07802 -4.14900 0.9 1.1 -0.5
H -20.07144 -8.15727 -6.68640 -0.4 0.2 0.1
H -18.69052 -7.30297 -6.10347 0.2 -0.4 0.4
H -20.18341 -6.57980 -5.76402 -0.3 -0.1 -0.3
H -19.77828 -9.38356 -4.58078 -0.1 0.0 -0.3
H -19.04155 -6.75895 -3.24080 -0.1 0.1 -0.2
H -18.06445 -8.20001 -3.49281 0.1 0.0 0.1
H -17.91034 -7.78960 -1.06174 0.0 0.8 0.0
H -19.01614 -8.62740 -0.12061 -0.7 -0.1 -0.1
H -19.49467 -6.95314 -0.59971 0.3 0.2 0.1
H -21.45921 -7.35166 -3.42826 -0.2 -0.7 0.6
H -21.75239 -7.60181 -4.96714 -0.9 -0.8 -0.1
C -24.33340 -9.34424 -0.48253 0.6 -1.2 -0.3
C -23.40800 -8.58035 -1.39945 0.2 0.7 1.1
C -22.84248 -7.26950 -0.79341 -0.5 0.9 0.3
O -22.27554 -6.59560 -1.88561 1.0 0.5 -0.9
C -22.33129 -5.16795 -1.96887 -0.2 -0.1 0.7
N -22.23020 -9.40191 -1.72756 0.6 2.1 0.9
H -24.75145 -10.12159 -1.12745 -0.7 0.1 0.4
H -25.04604 -8.79341 0.12321 -0.2 0.2 -0.5
H -23.72132 -9.90742 0.22938 0.1 0.2 0.2
H -23.84137 -8.20874 -2.32877 -0.3 -0.4 0.0
H -22.12675 -7.37743 0.02842 0.2 -0.6 -0.2
H -23.60190 -6.62463 -0.33320 -0.5 -0.3 -0.3
H -23.37375 -4.87017 -1.85443 0.0 0.3 0.0
H -21.94120 -4.81877 -2.92271 -0.1 -0.4 -0.2
H -21.70819 -4.68619 -1.21288 -0.1 -0.1 0.2
H -21.47772 -8.71040 -1.63363 0.6 -0.7 -1.3
H -21.95581 -10.05890 -0.99486 -0.6 -0.8 -0.3


[2]
120
Properties=species:S:1:pos:R:3:forces:R:3 method="wB97M-V/def2-TZVPD" gap_ev=8.5
C 1.62653 -4.47808 11.74785 -0.1 -0.5 -0.2
C 1.67371 -4.18886 10.26209 0.3 0.2 0.1
F 0.96210 -5.18369 9.57154 0.1 0.1 0.1
C 1.12697 -2.82089 9.85607 0.1 0.2 -0.5
C 1.80942 -2.29976 8.61202 -0.2 -0.1 0.5
C 1.48392 -2.73553 7.37219 -0.1 -0.1 -0.4
C 2.14934 -2.27269 6.18872 -0.4 -0.4 0.4
C 3.15273 -1.37095 6.26193 0.3 0.2 -0.4
C 3.53254 -0.89132 7.53764 0.0 0.1 0.5
N 4.50797 -0.01507 7.81308 0.0 0.0 -0.2
S 4.52814 0.17347 9.39624 -0.1 -0.1 0.2
N 3.34016 -0.81214 9.84926 0.1 0.1 -0.2
C 2.86200 -1.34969 8.71820 0.1 0.0 -0.2
H 2.04723 -3.65036 12.31678 -0.1 0.0 0.0
H 2.21467 -5.37270 11.96437 0.0 0.1 0.0
H 0.60170 -4.69296 12.05974 0.0 0.3 0.1
H 2.70934 -4.25899 9.91041 -0.1 -0.1 0.0
H 0.06022 -2.88879 9.63401 0.0 -0.1 0.3
H 1.28084 -2.09578 10.65477 -0.1 -0.1 0.1
H 0.68739 -3.46691 7.28461 0.0 0.0 -0.1
H 1.83440 -2.68244 5.23894 0.0 0.1 0.0
H 3.66473 -1.02025 5.37687 0.0 0.0 0.1
C 4.57870 0.31696 -1.02881 -0.3 0.1 0.3
C 5.05816 -0.85714 -0.20819 0.3 0.0 -0.4
O 4.38564 -0.92338 1.07226 0.0 0.0 0.1
C 3.16524 -1.42541 1.06015 0.2 -0.1 0.0
O 2.55864 -1.85851 0.12798 -0.1 -0.1 0.0
C 2.60968 -1.43163 2.49911 -0.1 0.1 0.1
F 2.81451 -0.26645 3.11799 0.0 0.0 0.0
F 3.20564 -2.39266 3.22342 0.1 0.0 -0.1
F 1.29883 -1.67391 2.50324 0.3 0.0 -0.2
H 4.69546 1.24680 -0.46874 0.1 0.0 0.0
H 5.14957 0.38464 -1.94843 0.0 0.0 0.0
H 3.52575 0.21383 -1.28855 0.0 -0.1 -0.1
H 6.11276 -0.75590 0.03759 0.0 0.0 0.1
H 4.92461 -1.80033 -0.73678 -0.2 0.0 0.1
C -1.39931 -2.00621 3.58845 -0.4 -0.2 0.2
C -1.89960 -1.02744 2.55282 0.4 0.1 0.0
O -3.28979 -1.25348 2.22100 -0.1 0.0 0.0
C -4.17567 -0.79266 3.08460 0.1 0.0 -0.1
O -3.96848 -0.20717 4.10490 0.0 0.0 0.1
C -5.59844 -1.07057 2.55516 0.0 -0.1 0.0
F -5.73097 -2.33186 2.13455 0.0 0.0 0.0
F -5.85620 -0.25769 1.51783 0.0 0.0 -0.1
F -6.50617 -0.84586 3.49643 0.0 0.0 0.0
H -1.55620 -3.03368 3.25620 0.1 0.0 -0.1
H -0.34010 -1.84785 3.75623 -0.1 0.0 0.1
H -1.92036 -1.88390 4.53811 0.0 0.1 0.0
H -1.36660 -1.15308 1.61302 -0.1 0.0 -0.1
H -1.77222 0.00492 2.87619 -0.1 0.0 0.1
C 2.76429 -2.20674 -6.66073 0.0 0.2 0.1
C 4.18725 -2.63856 -6.38591 -0.2 -0.2 -0.1
O 5.06353 -1.49618 -6.23082 0.0 0.0 0.0
C 5.01518 -0.88394 -5.06278 0.0 -0.2 -0.1
O 4.34051 -1.17797 -4.11935 0.1 0.2 0.1
C 6.02687 0.28407 -5.06700 0.0 0.1 -0.1
F 5.91698 1.01368 -6.17933 0.0 0.0 0.0
F 7.27436 -0.19886 -5.00345 0.0 0.0 0.0
F 5.83882 1.08730 -4.02280 0.0 0.0 0.0
H 2.72614 -1.55422 -7.53343 0.0 -0.1 -0.1
H 2.14290 -3.08164 -6.84765 0.0 0.0 0.0
H 2.34766 -1.66147 -5.81493 0.0 -0.1 0.0
H 4.59366 -3.18675 -7.22982 0.1 0.1 0.0
H 4.25748 -3.26702 -5.50190 0.0 0.1 0.1
C 1.95132 5.76860 1.95835 -0.2 -0.1 -0.1
C 2.66855 4.45199 2.15387 0.2 0.3 0.1
O 1.80921 3.33026 1.85132 0.0 0.0 0.0
C 1.64076 3.05376 0.57043 0.1 0.0 0.1
O 2.12680 3.61010 -0.36810 0.0 0.0 -0.1
C 0.72797 1.81754 0.43216 -0.1 0.0 0.0
F -0.35625 1.91656 1.20666 0.0 0.0 0.0
F 1.40691 0.72110 0.80986 0.0 0.0 0.0
F 0.33561 1.65298 -0.82223 0.0 0.0 0.0
H 1.03920 5.79721 2.55475 0.0 0.0 0.1
H 2.59754 6.59012 2.26535 0.0 0.0 0.0
H 1.67727 5.91711 0.91490 0.1 0.0 0.0
H 2.94859 4.31170 3.19509 -0.1 -0.1 0.0
H 3.57096 4.38652 1.54697 -0.1 0.0 -0.1
C 2.19686 -8.94096 -4.14006 0.0 0.2 0.0
C 2.97776 -9.27847 -5.39000 -0.2 -0.3 0.1
O 3.41378 -8.08591 -6.08158 0.0 0.1 0.0
C 4.47238 -7.47685 -5.57696 0.0 -0.1 0.0
O 5.11889 -7.80210 -4.62742 0.0 0.0 0.0
C 4.81825 -6.24430 -6.44009 0.0 0.0 0.0
F 3.72425 -5.51197 -6.69715 0.0 -0.1 0.0
F 5.33876 -6.62742 -7.61107 0.0 0.0 0.0
F 5.70365 -5.47395 -5.82077 0.0 0.0 0.0
H 1.35328 -8.29373 -4.38105 0.0 -0.1 0.0
H 1.81866 -9.85456 -3.68307 0.0 0.0 0.0
H 2.82142 -8.42508 -3.41227 0.0 -0.1 0.0
H 2.35310 -9.80179 -6.10978 0.0 0.1 -0.1
H 3.84300 -9.90331 -5.17237 0.1 0.1 0.0
C -7.35442 2.67445 -0.12932 0.0 0.3 0.0
C -6.48595 2.34866 -1.32241 -0.1 -0.4 0.1
O -6.10997 3.54012 -2.05107 0.0 0.1 0.0
C -5.12892 4.25513 -1.52884 0.0 -0.1 0.0
O -4.50611 4.02742 -0.53605 0.0 0.0 0.0
C -4.83987 5.46858 -2.43752 0.0 0.1 0.0
F -5.97155 6.09744 -2.78453 0.0 0.0 0.1
F -4.23410 5.06590 -3.56363 0.0 0.0 0.0
F -4.04903 6.33901 -1.82617 0.0 0.0 0.0
H -8.23474 3.23999 -0.43635 0.0 -0.1 0.0
H -7.67833 1.75335 0.35347 0.0 0.0 0.0
H -6.81169 3.27212 0.60183 0.1 -0.1 0.0
H -7.02836 1.74204 -2.04359 0.0 0.1 -0.1
H -5.58719 1.80559 -1.03244 0.1 0.1 0.0
C -5.75067 8.15059 -6.04332 -0.1 0.2 -0.1
C -6.86370 7.14581 -5.85033 0.3 -0.2 0.0
O -8.15958 7.78661 -5.82867 -0.1 0.0 0.0
C -8.66175 8.12478 -7.00348 0.0 -0.1 0.1
O -8.17557 7.94946 -8.08067 0.0 0.0 -0.1
C -10.05093 8.76942 -6.80460 0.0 0.0 0.0
F -10.02389 9.69413 -5.84027 0.0 0.0 0.0
F -10.94106 7.83027 -6.45772 0.0 0.0 0.0
F -10.46317 9.34435 -7.92737 0.0 0.0 0.0
H -5.79791 8.92184 -5.27388 0.0 -0.1 0.1
H -4.78535 7.64921 -5.98011 0.0 0.0 0.0
H -5.82366 8.63887 -7.01414 0.0 -0.1 0.0
H -6.78139 6.65505 -4.88736 -0.1 0.0 0.1
H -6.85435 6.37695 -6.62236 -0.1 0.1 -0.1


[3]
98
Properties=species:S:1:pos:R:3:forces:R:3 method="wB97M-V/def2-TZVPD" s_squared=6.033 total_charge=+3 spin_multiplicity=5 gap_ev="6.6 / 3.6" relative_energy_kcal_mol=0.0
Pd 0.02366 0.21383 0.61749 0.5 0.4 -0.2
C 3.68546 1.23551 -0.07796 0.1 0.0 -0.1
As 2.49020 0.41249 1.19506 -0.2 0.2 0.1
C 3.46184 -1.11062 1.85145 0.0 0.0 -0.1
C 2.52407 1.64724 2.67588 0.1 0.0 0.1
C 3.52712 1.56596 3.63712 0.0 0.1 0.0
C 3.56979 2.48284 4.67865 0.0 0.0 0.0
C 2.61801 3.48878 4.76035 0.0 0.0 0.0
C 1.61331 3.57178 3.80674 0.1 0.0 0.0
C 1.55620 2.64461 2.77186 0.1 0.1 0.1
As 0.17278 2.74258 1.43916 -0.2 -0.4 0.0
C 0.73718 4.33171 0.47516 -0.1 0.1 -0.1
C -1.36200 3.43090 2.39440 0.0 0.1 0.0
H 4.53057 1.63848 0.47848 0.0 0.0 -0.1
H 3.18173 2.04226 -0.60658 0.0 0.0 0.0
H 4.03330 0.49132 -0.79134 0.0 0.0 0.0
H 4.52341 -0.86512 1.84759 0.0 0.0 0.1
H 3.29016 -1.95381 1.19218 0.0 0.0 -0.1
H 3.12125 -1.34583 2.85754 0.0 0.0 0.0
H 4.28499 0.79444 3.58688 0.0 0.0 0.0
H 4.34742 2.41097 5.42721 0.0 0.0 0.0
H 2.65452 4.20688 5.56836 0.0 0.0 0.0
H 0.88026 4.36385 3.88994 0.0 0.0 0.0
H 0.96252 5.09972 1.21412 0.0 0.0 0.0
H -0.05794 4.69237 -0.17803 0.0 0.0 0.0
H 1.63408 4.12588 -0.10628 0.0 0.0 0.0
H -1.08291 4.30169 2.98350 0.0 0.0 0.0
H -1.76745 2.66688 3.05330 0.0 0.0 0.0
H -2.12451 3.73123 1.67585 0.0 0.0 0.0
C -4.12858 -1.73782 -1.10962 -0.1 0.0 0.0
C -4.80223 -0.70665 -0.17148 0.0 0.0 0.0
C -3.66340 -0.24332 0.73187 0.1 0.0 0.0
O -2.45840 -0.48007 -0.03152 0.0 0.0 0.0
C -2.68124 -1.77994 -0.63810 0.0 0.1 0.2
H -4.18802 -1.41884 -2.14973 0.0 0.0 0.0
H -4.59132 -2.72019 -1.04267 0.0 0.0 0.0
H -5.61073 -1.14181 0.41175 0.0 0.0 0.0
H -5.22249 0.12451 -0.73718 0.0 0.0 0.0
H -3.61221 -0.84204 1.64412 0.0 0.0 0.0
H -3.69196 0.81125 1.00521 0.0 0.0 0.0
H -2.52010 -2.53987 0.12946 0.0 -0.1 0.0
H -1.94195 -1.91924 -1.41689 -0.1 0.1 0.1
F -1.28301 -1.52821 2.43624 0.0 0.0 0.0
C -0.94071 -0.26096 2.68244 -0.4 -0.5 0.6
F 0.18560 -0.23886 3.40466 0.0 0.0 0.0
H -1.75438 0.26335 3.19074 0.1 0.2 -0.2
C -2.46861 2.27174 -1.41457 0.0 0.0 0.0
Te -0.88692 0.90987 -1.83714 0.0 -0.2 0.0
C 0.03998 2.61295 -2.75434 0.1 -0.1 -0.1
C -0.86836 3.78169 -2.68492 -0.5 0.0 0.3
C -0.52722 5.01706 -3.24323 0.0 -0.1 0.0
C -1.44315 6.03109 -3.21354 -0.5 0.1 0.2
C -2.75016 5.83611 -2.60411 0.5 0.2 -0.3
C -3.09623 4.63268 -2.02416 0.0 -0.1 0.0
C -2.18199 3.59431 -2.03711 0.5 0.1 -0.2
H -2.56466 2.36369 -0.33022 0.0 0.0 0.0
H -3.40690 1.85788 -1.78896 0.0 0.0 0.0
H 0.20957 2.36286 -3.80746 0.1 0.0 0.0
H 1.01858 2.84021 -2.32639 0.0 0.0 0.0
H 0.43703 5.15761 -3.71405 0.0 0.0 0.0
H -1.21237 6.99327 -3.65335 0.0 0.0 0.0
H -3.45463 6.65891 -2.61395 0.0 0.0 0.0
H -4.07079 4.50244 -1.57213 0.0 0.0 0.0
O 0.62494 -1.63227 -0.38961 -0.1 -0.3 -0.2
As 0.97099 -3.29225 -0.36606 -0.1 0.3 0.0
C -0.29090 -4.22548 -1.42988 -0.2 -0.2 -0.2
C -0.58150 -5.56343 -1.17288 0.0 0.1 0.0
C -1.42760 -6.25621 -2.02808 0.0 0.0 0.0
C -1.97391 -5.62267 -3.13577 0.1 0.0 0.1
C -1.67193 -4.29017 -3.39891 0.0 0.0 0.0
C -0.82734 -3.59287 -2.55054 0.2 -0.2 -0.1
C 0.98275 -4.05989 1.36485 -0.1 -0.1 0.3
C 2.18656 -4.28983 2.02792 0.0 0.0 0.0
C 2.17783 -4.85303 3.29605 0.0 0.0 0.0
C 0.97155 -5.19207 3.89466 0.0 0.0 0.0
C -0.22979 -4.97485 3.22880 0.0 0.0 0.0
C -0.22803 -4.41062 1.96438 0.1 0.0 0.0
C 2.68196 -3.54441 -1.14806 0.1 0.1 -0.1
C 3.26432 -4.80788 -1.14709 0.1 0.0 0.0
C 4.48039 -4.99454 -1.78889 0.0 0.0 0.0
C 5.09646 -3.93152 -2.43624 0.0 0.0 0.0
C 4.50272 -2.67706 -2.44920 0.0 0.0 0.0
C 3.28834 -2.48020 -1.80486 0.1 0.0 0.0
H -0.16130 -6.06689 -0.31082 0.0 0.0 0.0
H -1.65892 -7.29430 -1.83102 0.0 0.0 0.0
H -2.62553 -6.17064 -3.80285 0.0 0.0 0.0
H -2.08456 -3.80730 -4.27504 0.0 0.0 0.0
H -0.56531 -2.56284 -2.76762 0.0 0.0 0.0
H 3.13200 -4.05795 1.55250 0.0 0.0 0.0
H 3.11029 -5.04240 3.81046 0.0 0.0 0.0
H 0.96736 -5.64246 4.87824 0.0 0.0 0.0
H -1.16422 -5.26180 3.69257 0.0 0.0 0.0
H -1.16377 -4.26358 1.44024 0.0 0.0 0.0
H 2.78362 -5.64434 -0.65258 0.0 0.0 0.0
H 4.94571 -5.97100 -1.78786 0.0 0.0 0.0
H 6.03860 -4.08670 -2.94488 0.0 0.0 0.0
H 4.98347 -1.85950 -2.97141 0.0 0.0 0.0
H 2.79755 -1.51472 -1.82426 0.0 0.0 0.0


[4]
14
Properties=species:S:1:pos:R:3:forces:R:3 method="wB97M-V/def2-TZVPD" smiles="C/C(=C/C=O)C(=O)O" gap_ev=9.4 relative_energy_kcal_mol=77.0
C -1.16629 1.94610 0.14848 -2.4 1.4 -2.7
C -0.35655 0.70433 0.11530 3.6 -0.9 3.2
C 0.98156 0.75422 0.37615 -0.5 -0.8 -1.4
C 1.84354 -0.33115 -0.17179 -6.6 -2.4 1.2
C -0.96714 -0.77932 0.19572 -2.4 2.5 -3.7
H -1.94288 1.63183 -0.81841 1.2 1.9 3.1
H -0.71952 3.00728 -0.34603 -0.6 -3.3 1.8
H -1.60098 2.11945 1.23062 0.2 -0.2 -2.5
H 1.69416 1.55162 0.54640 -0.9 1.0 0.1
H 1.16741 -1.28161 -0.44148 2.2 1.2 0.1
H -2.39697 0.19265 -0.66927 -1.1 2.7 0.0
O 2.95787 -0.11512 -0.34889 5.1 0.1 -1.2
O -2.09552 -0.66813 -0.68953 1.8 -4.3 1.6
O -0.63884 -1.84003 0.60278 0.3 0.9 0.5